(1)
# C5H13NSi

A cluster of 2 separate species, C5H13NSi in total (the ωB97M-V functional and the def2-TZVPD basis, the Open Molecules 2025 dataset).

HOMO energy (spin up / spin down) = -5.33 / -9.00 eV
total charge = 0
2S+1 = 3
E_tot = -542.3391 hartree
expectation value of S² = 2.016
Kohn-Sham gap (spin up / spin down) = 6.35 / 7.94 eV
energy above the lowest of the compared OMol25 structures with the same formula, charge and spin = 141.2 kJ/mol

Bonds (Å) are listed after each position.
Element x y z (Å)
1 C -0.55 0.05 -2.14  C2 1.355, C3 1.502, H8 1.168
2 C -0.96 0.04 -0.85  C1 1.355, C4 1.484
3 C 0.84 -0.03 -2.70  C1 1.502, H9 1.054, H10 1.050, H11 1.154
4 C -2.32 0.27 -0.30  C2 1.484, H12 1.042, H13 1.048, H14 1.020
5 C 0.11 0.11 3.07  Si7 2.010, H15 1.144, H16 1.129, H17 1.103
6 N 2.22 -0.92 1.23  Si7 1.737, H18 0.964, H19 1.048
7 Si 1.02 0.33 1.29  C5 2.010, N6 1.737, H20 1.435
8 H -1.30 0.00 -3.03  C1 1.168
9 H 1.56 0.58 -2.24  C3 1.054
10 H 1.10 -1.04 -2.78  C3 1.050
11 H 0.67 0.57 -3.67  C3 1.154
12 H -2.47 -0.02 0.69  C4 1.042
13 H -2.73 1.22 -0.44  C4 1.048
14 H -2.88 -0.29 -0.94  C4 1.020
15 H -0.81 0.75 2.81  C5 1.144
16 H -0.47 -0.85 3.20  C5 1.129
17 H 0.51 0.44 4.04  C5 1.103
18 H 2.02 -1.78 1.62  N6 0.964
19 H 2.76 -0.93 0.33  N6 1.048
20 H 1.69 1.50 0.82  Si7 1.435

Mulliken population analysis, charges in e, atoms 1 to 4: 0.06 0.00 -1.09 -1.25

(2)
# C5H13O2S

A cluster of 2 separate species, C5H13O2S in total (the ωB97M-V functional and the def2-TZVPD basis, the Open Molecules 2025 dataset).

HOMO energy = -3.16 eV
total charge = -1
2S+1 = 1
E_tot = -746.9341 hartree
Kohn-Sham gap = 6.55 eV
energy above the lowest of the compared OMol25 structures with the same formula, charge and spin = 114.9 kJ/mol

Bonds (Å) are listed after each position.
Element x y z (Å)
1 C 1.30 0.87 0.52  O2 1.357, C3 1.607, H8 1.158, H9 1.137
2 O 1.18 0.10 1.62  C1 1.357
3 C 1.62 -0.10 -0.72  C1 1.607, C4 1.533, H10 1.118, H11 1.062
4 C 0.74 0.21 -1.93  C3 1.533, C5 1.648, H12 1.094, H13 1.102
5 C -0.86 0.26 -1.55  C4 1.648, S6 1.785, H14 1.119, H15 1.113
6 S -1.49 -1.31 -0.99  C5 1.785, C7 1.776
7 C -1.22 -1.46 0.76  S6 1.776, H16 1.100, H17 1.104, H18 1.076
8 H 2.26 1.51 0.63  C1 1.158
9 H 0.47 1.65 0.46  C1 1.137
10 H 1.47 -1.11 -0.27  C3 1.118
11 H 2.62 -0.03 -1.07  C3 1.062
12 H 1.09 1.19 -2.26  C4 1.094
13 H 0.79 -0.54 -2.74  C4 1.102
14 H -1.31 0.48 -2.55  C5 1.119
15 H -1.04 1.07 -0.80  C5 1.113
16 H -2.23 -1.51 1.20  C7 1.100
17 H -0.63 -0.67 1.26  C7 1.104
18 H -0.57 -2.24 1.12  C7 1.076
19 H 0.72 2.53 3.31  O21 0.968
20 H 0.24 1.25 2.25  O21 1.044
21 O 0.15 2.23 2.58  H19 0.968, H20 1.044

Mulliken population analysis, charges in e, atoms 1 to 4: -0.37 -0.96 -0.48 -0.73

(3)
# C5H13O3

A cluster of 2 separate species, C5H13O3 in total (the ωB97M-V functional and the def2-TZVPD basis, the Open Molecules 2025 dataset).

HOMO energy = -2.47 eV
total charge = -1
2S+1 = 1
E_tot = -423.9951 hartree
Kohn-Sham gap = 5.76 eV
energy above the lowest of the compared OMol25 structures with the same formula, charge and spin = 101.2 kJ/mol

Bonds (Å) are listed after each position.
Element x y z (Å)
1 C -0.24 -0.31 1.94  O2 1.360, C3 1.548, H8 1.134, H9 1.113
2 O -1.38 0.04 2.59  C1 1.360
3 C -0.54 -1.10 0.64  C1 1.548, C4 1.539, H10 1.084, H11 1.086
4 C 0.73 -1.36 -0.18  C3 1.539, C5 1.537, H12 1.094, H13 1.097
5 C 0.82 -0.53 -1.47  C4 1.537, C6 1.482, H14 1.100, H15 1.094
6 C -0.28 -0.71 -2.44  C5 1.482, O7 1.461, H16 1.086, H17 1.093
7 O -0.05 0.03 -3.67  C6 1.461, H18 0.959
8 H 0.24 0.65 1.56  C1 1.134
9 H 0.48 -0.89 2.56  C1 1.113
10 H -1.01 -2.03 0.93  C3 1.084
11 H -1.22 -0.52 0.02  C3 1.086
12 H 0.82 -2.42 -0.46  C4 1.094
13 H 1.66 -1.23 0.40  C4 1.097
14 H 0.95 0.50 -1.10  C5 1.100
15 H 1.78 -0.73 -1.95  C5 1.094
16 H -0.41 -1.75 -2.74  C6 1.086
17 H -1.31 -0.42 -2.20  C6 1.093
18 H 0.89 -0.05 -3.87  O7 0.959
19 H 0.25 3.65 3.09  O21 0.961
20 H 0.44 2.31 2.28  O21 0.966
21 O 0.67 3.24 2.33  H19 0.961, H20 0.966

Mulliken population analysis, charges in e, atoms 1 to 4: 0.08 -0.89 -0.50 -0.80

(4)
# C5H13OS

A cluster of 2 separate species, C5H13OS in total (the ωB97M-V functional and the def2-TZVPD basis, the Open Molecules 2025 dataset).

HOMO energy = -2.87 eV
total charge = -1
2S+1 = 1
E_tot = -671.7623 hartree
Kohn-Sham gap = 6.86 eV
energy above the lowest of the compared OMol25 structures with the same formula, charge and spin = 10.5 kJ/mol

Bonds (Å) are listed after each position.
Element x y z (Å)
1 C -1.57 -2.66 0.74  C2 1.525, H5 1.096, H6 1.094, H7 1.090
2 C -0.41 -1.72 0.43  C1 1.525, C3 1.533, H8 1.098, H9 1.093
3 C -0.11 -0.77 1.60  C2 1.533, S4 1.833, H10 1.091, H11 1.095
4 S -1.27 0.65 1.62  C3 1.833
5 H -1.36 -3.34 1.57  C1 1.096
6 H -1.80 -3.30 -0.12  C1 1.094
7 H -2.46 -2.09 1.01  C1 1.090
8 H 0.45 -2.32 0.10  C2 1.098
9 H -0.71 -1.08 -0.40  C2 1.093
10 H 0.93 -0.42 1.60  C3 1.091
11 H -0.28 -1.28 2.55  C3 1.095
12 C 0.41 2.24 -1.17  O13 1.406, C14 1.521, H15 1.097, H16 1.097
13 O 0.58 2.65 0.16  C12 1.406, H17 1.006
14 C 1.74 1.80 -1.76  C12 1.521, H18 1.091, H19 1.092, H20 1.092
15 H -0.30 1.41 -1.21  C12 1.097
16 H -0.04 3.05 -1.77  C12 1.097
17 H -0.06 2.08 0.70  O13 1.006
18 H 2.13 0.95 -1.20  C14 1.091
19 H 1.65 1.55 -2.82  C14 1.092
20 H 2.49 2.59 -1.63  C14 1.092

Mulliken population analysis, charges in e, atoms 1 to 4: -1.23 -0.14 -0.73 -0.66

(5)
# C5H13P

A cluster of 2 separate species, C5H13P in total (the ωB97M-V functional and the def2-TZVPD basis, the Open Molecules 2025 dataset).

HOMO energy = -7.36 eV
total charge = 0
2S+1 = 1
E_tot = -539.5511 hartree
Kohn-Sham gap = 8.45 eV
energy above the lowest of the compared OMol25 structures with the same formula, charge and spin = 209.2 kJ/mol

Bonds (Å) are listed after each position.
Element x y z (Å)
1 C 1.15 -1.78 0.54  C5 1.532, H7 1.059, H8 1.095, H9 1.061
2 C -1.21 -1.13 1.31  C5 1.433, H10 1.059, H11 0.999, H12 1.137
3 C 1.42 1.37 -1.36  P6 1.909, H13 1.075, H14 1.024, H15 1.057
4 C -1.42 1.65 -0.73  P6 1.801, H16 1.068, H17 1.062, H18 1.034
5 C 0.06 -0.74 0.78  C1 1.532, C2 1.433, H19 1.087
6 P -0.25 0.45 -1.39  C3 1.909, C4 1.801
7 H 0.79 -2.78 0.51  C1 1.059
8 H 1.57 -1.68 -0.47  C1 1.095
9 H 2.04 -1.68 1.11  C1 1.061
10 H -1.69 -1.99 0.91  C2 1.059
11 H -1.86 -0.37 1.38  C2 0.999
12 H -1.01 -1.49 2.37  C2 1.137
13 H 1.83 1.35 -2.36  C3 1.075
14 H 1.90 0.77 -0.68  C3 1.024
15 H 1.22 2.38 -1.13  C3 1.057
16 H -2.34 1.14 -0.53  C4 1.068
17 H -1.64 2.39 -1.46  C4 1.062
18 H -1.02 1.92 0.18  C4 1.034
19 H 0.46 0.23 1.04  C5 1.087

Mulliken population analysis, charges in e, atoms 1 to 4: -1.33 -1.49 -0.94 -1.04

(6)
# C5H13PS

A cluster of 2 separate species, C5H13PS in total (the ωB97M-V functional and the def2-TZVPD basis, the Open Molecules 2025 dataset).

HOMO energy = -8.18 eV
total charge = 0
SMILES = CP(C)S.C=CC
2S+1 = 1
E_tot = -937.7834 hartree
Kohn-Sham gap = 9.10 eV
energy above the lowest of the compared OMol25 structures with the same formula, charge and spin = 244.8 kJ/mol

Bonds (Å) are listed after each position.
Element x y z (Å)
1 C -1.16 -1.00 1.07  P2 1.895, H5 1.129, H6 1.115, H7 1.126
2 P -1.43 0.00 -0.52  C1 1.895, C3 1.837, S4 2.176
3 C -3.25 0.00 -0.73  P2 1.837, H8 1.120, H9 1.089, H10 1.102
4 S -1.21 2.05 0.19  P2 2.176, H11 1.313
5 H -0.92 -2.03 0.67  C1 1.129
6 H -0.28 -0.66 1.67  C1 1.115
7 H -2.08 -1.19 1.67  C1 1.126
8 H -3.58 0.99 -1.15  C3 1.120
9 H -3.73 -0.71 -1.40  C3 1.089
10 H -3.73 -0.08 0.26  C3 1.102
11 H -2.46 2.06 -0.20  S4 1.313
12 C 1.68 -0.96 -0.40  C13 1.333, H15 1.041, H16 1.013
13 C 2.52 -0.18 0.28  C12 1.333, C14 1.497, H17 1.137
14 C 3.35 0.97 -0.21  C13 1.497, H18 1.132, H19 1.131, H20 1.079
15 H 1.50 -0.76 -1.41  C12 1.041
16 H 1.20 -1.72 0.05  C12 1.013
17 H 2.68 -0.48 1.36  C13 1.137
18 H 3.65 1.80 0.49  C14 1.132
19 H 4.31 0.50 -0.57  C14 1.131
20 H 2.94 1.38 -1.12  C14 1.079

Mulliken population analysis, charges in e, atoms 1 to 4: -0.96 0.33 -1.17 -0.30